ORCA calculation (ωB97M-V/def2-TZVPD) on a cluster of 2 separate species, C5H15NOS in total at a distorted geometry.

```
23
Properties=species:S:1:pos:R:3:forces:R:3:nbo_charge:R:1
C 0.4801 0.6506 1.9035 -0.1 0.5 0.7 -0.614
C -0.4835 1.2530 0.8939 0.8 0.2 -0.8 -0.424
C 0.2436 1.5338 -0.4818 -0.8 -0.2 0.8 -0.212
N -0.4529 1.1811 -1.6899 0.3 0.0 -0.4 -0.638
C -0.3469 -0.1654 -2.1932 0.7 0.2 0.5 -0.222
C -1.0994 -1.2440 -1.4153 0.6 -0.1 -0.5 -0.544
S -2.8855 -1.1550 -1.7002 -0.1 -0.1 0.2 -0.047
H 0.6126 -0.4018 1.6706 0.4 -0.1 0.1 0.193
H 1.4269 1.1855 1.9401 0.4 -0.1 -0.6 0.204
H 0.1924 0.7676 2.9535 -0.6 -0.4 -0.2 0.214
H -1.3250 0.5787 0.7362 -0.2 0.2 0.1 0.193
H -0.8262 2.2408 1.1902 -0.4 -0.2 0.5 0.203
H 1.2495 1.1240 -0.4543 0.1 -0.5 -0.3 0.185
H 0.3991 2.5966 -0.4968 0.2 0.7 -0.1 0.192
H -1.3854 1.5583 -1.7478 -0.1 0.0 0.0 0.367
H 0.7127 -0.4325 -2.1464 0.1 0.0 0.0 0.188
H -0.5733 -0.1445 -3.2513 -0.4 -0.3 -0.2 0.201
H -0.7193 -2.2229 -1.7354 -0.3 0.1 0.0 0.221
H -0.8334 -1.1402 -0.3656 -0.3 -0.1 0.1 0.217
H -3.2332 -0.6705 -0.5045 0.0 0.0 0.0 0.122
O 3.2427 -2.6029 2.3851 0.1 0.0 0.0 -0.935
H 3.2956 -1.6672 2.1687 0.0 0.0 0.0 0.469
H 2.3091 -2.8230 2.3408 -0.1 0.0 0.0 0.468
```
Positions in Å, forces in eV/Å.

The HOMO energy comes out at -0.3141 Eh. The calculation puts the orbital gap at 0.33532 Eh. Its relative energy (zero: lowest compared OMol25 entry of this formula, charge and spin) is 20.01 kcal per mole.

---

ORCA calculation (ωB97M-V/def2-TZVPD) on the molecule C4Cl3N3 at a distorted geometry.

```
10
Properties=species:S:1:pos:R:3:forces:R:3:nbo_charge:R:1
N 0.1101 -2.5290 0.6441 -0.4 -0.4 0.1 -0.332
C 0.8391 -1.6535 0.4819 -0.8 -0.4 -0.1 0.381
N 1.7701 -0.7607 0.3340 1.8 1.2 0.1 -0.492
C 1.6742 0.4390 -0.0663 -0.3 -1.1 0.3 0.425
Cl 3.0650 1.4037 -0.1682 0.2 0.2 0.1 0.104
N 0.5540 1.0018 -0.6074 -0.6 0.5 -0.9 -0.446
C -0.6234 0.7964 -0.3642 0.4 -0.1 0.5 0.430
C -1.8794 0.5564 -0.1388 -0.9 -0.3 -0.3 -0.256
Cl -2.5556 -0.9268 -0.7225 0.1 0.3 0.1 0.098
Cl -2.9540 1.6727 0.6075 0.3 -0.1 0.0 0.088
```
Positions in Å, forces in eV/Å.

The HOMO energy comes out at -0.3514 Eh. The calculation puts the orbital gap at 0.29397 Eh. Its relative energy (zero: lowest compared OMol25 entry of this formula, charge and spin) is 0.00 kcal per mole.

---

ORCA calculation (ωB97M-V/def2-TZVPD) on a structure of composition C28H40B2O30V at a distorted geometry.

```
101
Properties=species:S:1:pos:R:3:forces:R:3:lowdin_spin:R:1
V 0.6846 -0.1580 -0.3044 -0.9 -1.0 0.9 2.809
O -2.6291 5.1762 5.0065 -0.2 1.0 0.1 0.000
C -2.2362 4.0731 4.8580 -0.1 -0.7 -0.1 0.000
O -2.3548 3.3317 3.7568 0.1 -0.1 -0.4 0.000
B -1.8176 2.0031 4.0000 -0.7 -0.4 0.8 0.000
O -1.2888 2.0161 5.3714 0.0 -0.1 -0.5 0.000
C -1.4790 3.2240 5.8862 0.7 0.0 -0.3 0.000
O -0.9970 3.6284 6.8930 0.0 0.2 0.8 0.000
O -0.7930 1.5966 3.0063 -0.2 0.2 0.3 0.003
C -1.1893 0.5236 2.3855 0.4 1.2 -0.4 0.005
O -0.5520 0.0317 1.4845 -0.1 -0.7 -0.4 0.013
C -2.5645 0.1098 2.9213 0.4 -0.4 0.9 0.000
O -2.8639 0.9445 3.8963 0.1 0.3 -0.5 0.000
O -3.1364 -0.8750 2.5861 -0.4 -0.4 -0.4 0.001
O -0.6416 -4.7195 0.0927 0.3 -0.1 0.1 0.000
C -1.6553 -4.0912 -0.0301 0.3 0.5 -0.4 0.000
O -2.8814 -4.5066 0.0132 -0.1 -0.3 -0.1 0.000
B -3.8338 -3.3745 -0.2190 -0.7 -0.4 1.2 0.000
O -2.9516 -2.2211 -0.4521 -0.3 0.2 -0.4 0.003
C -1.7075 -2.5743 -0.3829 -0.9 -0.3 0.0 0.004
O -0.7814 -1.8504 -0.6261 1.4 0.5 0.2 0.011
O -4.6462 -3.1890 0.9999 0.1 -0.3 -0.3 0.000
C -5.8662 -3.6850 0.7779 0.3 0.5 0.5 0.000
O -6.7456 -3.7878 1.5774 0.1 -0.2 -0.1 0.000
C -5.9685 -3.9383 -0.7305 -0.2 0.7 0.3 0.000
O -4.7857 -3.6808 -1.2824 0.8 0.0 -0.2 0.000
O -6.9836 -4.1286 -1.3062 -0.6 -0.6 -0.7 0.000
C 0.3837 -1.6634 4.3100 0.3 -0.5 0.9 0.000
C 0.4470 -2.5969 3.1173 -1.2 0.7 0.1 0.000
O 1.8095 -2.8831 2.7599 0.2 -0.2 0.2 0.003
C 2.3083 -2.3267 1.6918 -0.8 -0.2 -0.2 0.005
O 1.7199 -1.5769 0.9414 0.1 0.3 -0.3 0.015
O 3.5401 -2.7415 1.5187 0.6 -0.5 0.5 0.003
C 4.1972 -2.4435 0.3068 0.3 1.1 -0.2 0.000
H 0.5034 -0.5973 4.1214 0.1 -0.1 -0.3 0.000
H 1.1455 -1.9757 5.0319 0.1 0.2 -0.1 0.000
H -0.5411 -1.7972 4.8763 -0.2 0.0 -0.4 0.000
H -0.0965 -2.1611 2.2790 0.3 -0.1 -0.1 0.000
H -0.0551 -3.5352 3.3444 0.5 -0.2 0.0 0.000
H 4.2166 -1.3628 0.1334 -0.3 0.0 -0.1 0.000
H 3.7083 -2.9237 -0.5356 0.1 -0.2 0.0 0.000
H 5.2383 -2.7167 0.4382 -0.1 -0.5 -0.1 0.000
C 1.1589 4.2774 0.0176 -0.3 0.3 -0.2 0.000
C 0.0359 3.8773 0.9619 1.2 -1.3 -0.1 0.000
O -1.1989 3.8503 0.2509 -0.1 0.9 0.4 0.001
C -1.4744 2.7951 -0.4720 -0.3 -0.2 0.1 0.003
O -0.8272 1.7764 -0.5604 0.4 -0.1 -0.2 0.021
O -2.6238 3.0265 -1.0762 -0.4 0.4 -0.1 0.001
C -2.9686 2.2299 -2.1907 0.2 -0.3 -1.1 0.000
H 1.3316 3.5636 -0.7909 -0.3 -0.2 0.1 0.000
H 2.1184 4.3808 0.5256 -0.1 0.3 0.2 0.000
H 0.8381 5.2172 -0.4376 0.5 0.1 0.0 0.000
H -0.0236 4.5436 1.8158 -0.5 0.3 -0.2 0.000
H 0.2132 2.8780 1.3585 -0.1 0.1 0.1 0.000
H -3.6631 2.7895 -2.8148 -0.2 0.2 0.4 0.000
H -3.4019 1.2664 -1.9344 0.1 0.0 0.3 0.000
H -2.0961 2.0914 -2.8369 0.1 -0.2 0.3 0.000
C -0.3134 1.8747 -6.2070 -0.7 -0.2 -0.3 0.000
C 0.1173 0.8917 -5.1338 1.0 0.6 -0.4 0.000
O -1.0114 0.1667 -4.6436 0.2 0.1 0.1 0.001
C -1.0100 -0.1584 -3.3527 -0.8 0.0 0.3 0.003
O -0.1539 0.1177 -2.5509 0.4 0.4 -0.5 0.025
O -2.1160 -0.7681 -2.9743 0.1 -0.3 0.3 0.000
C -3.1015 -1.1608 -3.9207 -1.0 -0.8 -0.2 0.000
H -0.6299 2.8252 -5.7793 0.1 0.0 0.0 0.000
H -1.1767 1.5010 -6.7621 0.1 -0.2 0.0 0.000
H 0.4745 2.0424 -6.9383 0.1 0.1 0.1 0.000
H 0.6328 1.4678 -4.3631 -0.3 -0.3 0.4 0.000
H 0.8653 0.1838 -5.5008 -0.3 -0.2 -0.1 0.000
H -3.9822 -1.5691 -3.4171 0.3 0.5 0.7 0.000
H -2.7991 -2.0551 -4.4719 0.5 0.5 -0.5 0.000
H -3.4281 -0.3148 -4.5169 0.2 -0.1 -0.4 0.000
C 2.3686 4.0947 3.8706 0.7 -0.6 0.9 0.000
C 2.5415 2.5952 4.0083 1.4 0.2 0.6 0.000
O 1.9810 1.8975 2.8836 -0.8 -0.4 0.6 0.003
C 2.6147 1.7124 1.7615 -0.1 0.1 0.8 0.006
O 2.0941 1.1111 0.8518 0.2 0.0 -1.2 0.026
O 3.8377 2.2154 1.7537 0.4 0.4 0.0 0.003
C 4.6426 1.8990 0.6370 0.8 -1.3 -0.9 0.000
H 2.9047 4.4636 3.0003 -0.4 0.2 -0.2 0.000
H 2.8642 4.5135 4.7523 -0.1 0.2 -0.1 0.000
H 1.3191 4.3625 3.9519 0.0 0.1 -0.4 0.000
H 2.1770 2.2498 4.9794 -1.2 -0.3 -0.6 0.000
H 3.5769 2.2605 4.1436 0.2 0.5 -0.6 0.000
H 4.2018 2.1668 -0.3207 -0.2 0.2 0.2 0.000
H 4.8429 0.8208 0.6244 -0.4 0.0 0.0 0.000
H 5.6504 2.3023 0.6980 -0.3 0.7 0.5 0.000
O 1.7229 -1.4134 -1.8319 0.3 -0.3 0.1 0.019
C 2.4320 -1.7953 -2.7408 0.2 0.5 -0.4 0.005
O 2.4688 -3.0220 -3.2152 0.2 -0.2 0.3 0.002
C 1.6285 -4.0503 -2.6288 -1.0 0.3 -0.6 0.000
C 0.3644 -4.1944 -3.4934 1.0 0.2 1.4 0.000
C 3.4102 -0.9130 -3.4744 -0.2 0.3 0.7 0.001
H 1.3104 -3.7719 -1.6278 0.3 0.0 0.2 0.000
H 2.2088 -4.9668 -2.6327 0.2 0.1 0.0 0.000
H -0.2509 -3.3160 -3.3004 -0.2 0.0 -0.3 0.000
H -0.1037 -5.0566 -3.0266 -0.5 -0.2 -0.6 0.000
H 0.6382 -4.2881 -4.5389 -0.3 -0.3 -0.1 0.000
H 3.4992 0.0139 -2.9087 0.1 0.0 0.0 0.001
H 3.0459 -0.6405 -4.4621 0.1 -0.3 -0.1 0.000
H 4.3620 -1.4354 -3.5121 0.1 0.1 -0.3 0.000
```
Positions in Å, forces in eV/Å.

The HOMO energy (alpha / beta) comes out at -0.3358 / -0.3358 Eh. The multiplicity is 4. The calculation puts the orbital gap (alpha / beta) at 0.31243 / 0.31132 Eh. The expectation value of S² is 3.75.

---

ORCA calculation (ωB97M-V/def2-TZVPD) on a structure of composition C38H28Cl3N5O4PSr at a distorted geometry.

```
80
Properties=species:S:1:pos:R:3:forces:R:3:mulliken_charge:R:1
Sr -0.3042 -0.1943 0.6128 -0.3 1.0 -0.4 2.348
Cl -4.6879 1.3271 6.2921 0.0 -0.1 -0.1 -0.253
C -4.0604 0.5996 4.8321 0.0 0.1 0.1 0.123
C -2.9486 1.1763 4.2355 0.1 0.1 -0.1 -0.721
C -2.3801 0.6534 3.0724 0.4 0.0 -0.2 -0.374
N -1.1695 1.1333 2.5017 -0.6 0.0 0.6 0.178
C -0.5986 2.2747 2.8903 0.1 -0.1 0.1 -0.363
O -1.0297 3.2025 3.5884 0.0 0.0 0.0 -0.812
C 0.8811 2.4033 2.4513 -0.3 -0.3 -0.1 0.510
C 1.6527 3.4214 2.9944 0.1 0.1 0.0 -0.679
C 3.0108 3.4438 2.7259 0.0 0.1 0.1 -0.361
C 3.5636 2.4652 1.9119 0.0 0.0 0.0 -0.997
C 2.7196 1.5110 1.3742 -0.3 0.0 0.0 -0.707
N 1.4075 1.4799 1.6364 0.3 0.3 0.2 0.709
C -2.9888 -0.5078 2.4883 0.3 -0.1 -0.4 -0.319
C -4.0993 -1.0670 3.1183 0.0 0.0 -0.1 -0.611
C -4.6395 -0.5205 4.2728 -0.1 -0.1 0.0 0.010
Cl -6.0448 -1.2866 4.9791 0.1 0.1 0.0 -0.256
N -2.4871 -0.9886 1.2452 -0.9 0.0 0.6 -0.142
C -2.7658 -2.2090 0.7863 -0.1 0.1 0.0 0.057
O -3.2801 -3.1868 1.3520 0.0 0.1 -0.1 -0.790
C -2.3964 -2.4061 -0.7021 0.2 0.3 0.3 0.113
C -2.9701 -3.4662 -1.3891 0.0 -0.1 -0.1 -0.698
C -2.6719 -3.6317 -2.7291 0.0 -0.1 0.0 -0.400
C -1.7891 -2.7540 -3.3429 0.0 0.0 0.0 -0.770
C -1.2384 -1.7403 -2.5811 0.0 0.0 0.3 -0.014
N -1.5384 -1.5590 -1.2892 -0.3 -0.2 -0.3 0.409
H -2.5134 2.0610 4.6740 0.0 0.0 0.0 0.610
H 1.1613 4.1428 3.6320 0.0 0.0 0.0 0.527
H 3.6388 4.2147 3.1584 0.0 0.0 0.0 0.387
H 4.6211 2.4397 1.6821 0.0 0.0 0.0 0.530
H 3.0878 0.7388 0.7045 0.0 0.0 0.0 0.572
H -4.5448 -1.9565 2.7008 0.0 0.0 0.0 0.589
H -3.6306 -4.1256 -0.8448 0.0 0.0 0.0 0.516
H -3.1199 -4.4428 -3.2919 0.0 0.0 0.0 0.400
H -1.5153 -2.8495 -4.3855 0.0 0.0 0.0 0.468
H -0.5209 -1.0533 -3.0170 0.0 0.0 0.1 0.279
N 0.5723 -2.1971 2.1240 0.3 -0.3 -0.2 -0.499
C 1.4610 -3.0329 1.2824 -0.2 0.0 0.3 -0.928
C 2.1374 -2.2469 0.1538 -0.2 0.4 -0.2 0.544
O 3.1983 -2.6701 -0.3057 -0.1 0.0 0.0 -0.772
O 1.4915 -1.2065 -0.2251 1.7 -1.1 -0.5 -0.160
H 1.0884 -1.7860 2.8925 0.0 0.0 0.0 0.147
H -0.1836 -2.7358 2.5300 0.0 -0.1 0.0 0.223
H 0.8521 -3.7992 0.7984 0.0 0.0 0.0 0.298
H 2.2417 -3.5442 1.8425 0.0 -0.1 0.1 0.361
Cl -1.4597 1.8281 -1.7219 0.1 0.0 -0.1 -0.061
C -0.6611 3.0892 -2.6374 -0.1 -0.2 0.1 0.867
C -1.4801 4.0903 -3.1301 0.1 0.1 -0.1 -0.729
C -0.9209 5.1011 -3.8959 0.0 0.0 0.0 -0.442
C 0.4417 5.0947 -4.1604 0.0 -0.1 0.0 -0.786
C 1.2402 4.0798 -3.6522 0.1 0.1 0.0 -0.098
C 0.7122 3.0499 -2.8731 0.0 0.0 0.0 -0.870
P 1.7233 1.7085 -2.1154 0.0 -0.1 0.0 1.308
C 3.4121 2.4090 -2.2909 -0.1 0.1 0.0 -0.304
C 4.3590 1.9780 -3.2149 0.1 0.0 0.0 -0.100
C 5.6212 2.5644 -3.2615 -0.1 0.0 0.1 -0.711
C 5.9450 3.5970 -2.3934 0.0 0.0 0.0 -0.476
C 5.0060 4.0366 -1.4656 0.0 -0.1 -0.1 -0.841
C 3.7555 3.4388 -1.4098 0.0 0.0 0.0 -0.193
C 1.6760 0.4222 -3.4232 0.0 0.0 0.0 0.506
C 1.0040 0.5724 -4.6354 0.0 0.0 -0.1 -0.532
C 0.9257 -0.4842 -5.5393 0.1 0.0 0.1 -0.638
C 1.5282 -1.6987 -5.2385 0.0 0.0 0.1 -0.538
C 2.2048 -1.8553 -4.0331 0.0 0.0 0.0 -0.735
C 2.2737 -0.8081 -3.1250 0.0 0.0 0.0 -0.673
H -2.5391 4.0720 -2.9090 0.0 0.0 0.0 0.480
H -1.5523 5.8922 -4.2813 0.0 0.0 0.0 0.357
H 0.8852 5.8794 -4.7608 0.0 0.0 0.0 0.405
H 2.3042 4.0862 -3.8601 0.0 0.0 0.0 0.423
H 4.1176 1.1747 -3.9010 0.0 0.0 0.0 0.392
H 6.3497 2.2109 -3.9813 0.0 0.0 0.0 0.414
H 6.9271 4.0527 -2.4326 0.0 0.0 0.0 0.370
H 5.2520 4.8361 -0.7767 0.0 0.0 0.0 0.431
H 3.0367 3.7761 -0.6683 0.0 0.0 -0.1 0.509
H 0.5260 1.5138 -4.8800 0.0 0.0 0.0 0.333
H 0.3917 -0.3554 -6.4732 0.0 0.0 0.0 0.368
H 1.4634 -2.5247 -5.9369 0.0 0.0 0.0 0.378
H 2.6612 -2.8030 -3.7738 0.0 0.0 0.0 0.450
H 2.7493 -0.9805 -2.1650 0.0 0.1 -0.1 0.457
```
Positions in Å, forces in eV/Å.

The HOMO energy comes out at -0.1598 Eh. The charge is -1. The calculation puts the orbital gap at 0.23947 Eh. Its relative energy (zero: lowest compared OMol25 entry of this formula, charge and spin) is 17.12 kcal per mole.